(1)
A structure of composition C36H44N2SiTc. Source: the OMol25 dataset; level of theory: ωB97M-V with the def2-TZVPD basis set.

Structure (XYZ):
```
84
Properties=species:S:1:pos:R:3:lowdin_spin:R:1
C 1.223 1.437 -0.357 0.0459
C 0.158 1.717 -1.265 0.0241
C -1.033 1.949 -0.513 0.0698
H 0.231 1.729 -2.349 0.0043
C -0.689 1.885 0.877 0.0100
C 0.705 1.581 0.972 0.0763
H 1.283 1.562 1.895 0.0047
H 2.253 1.217 -0.630 0.0092
H -2.012 2.179 -0.918 0.0096
H -1.336 2.172 1.703 0.0016
Tc -0.317 0.009 -0.078 2.1664
C -1.385 -2.656 -4.195 0.0131
H -2.437 -2.351 -4.074 0.0003
H -1.251 -3.677 -3.834 -0.0001
H -1.096 -2.619 -5.260 0.0014
Si -0.274 -1.551 -3.177 0.0644
C 1.527 -1.321 -3.645 0.0171
C 2.235 -0.115 -3.627 0.0043
H 1.735 0.800 -3.324 0.0004
C 3.579 -0.086 -4.016 0.0022
H 4.096 0.875 -4.066 0.0001
C 4.236 -1.275 -4.355 0.0036
H 5.262 -1.245 -4.726 0.0001
C 3.576 -2.504 -4.218 0.0008
H 4.095 -3.442 -4.437 0.0000
C 2.236 -2.521 -3.819 0.0048
H 1.731 -3.469 -3.623 0.0001
C -1.177 0.069 -3.685 0.0140
C -0.727 0.807 -4.789 0.0006
H 0.282 0.633 -5.176 0.0001
C -1.587 1.715 -5.431 0.0025
H -1.216 2.267 -6.299 0.0002
C -2.890 1.917 -4.967 0.0001
H -3.554 2.635 -5.465 0.0000
C -3.311 1.260 -3.807 0.0020
H -4.300 1.448 -3.383 0.0002
C -2.462 0.344 -3.174 0.0089
H -2.821 -0.183 -2.288 0.0054
H -0.996 -0.589 -1.505 0.1008
H 0.182 -2.114 -1.838 0.0711
C -5.423 0.095 4.767 0.0002
C -3.923 -0.116 4.999 0.0032
C -3.320 1.195 5.532 0.0024
C -3.723 -1.221 6.044 0.0015
C -3.197 -0.485 3.702 0.0278
C -3.757 -0.233 2.438 0.0011
C -2.959 -0.265 1.307 0.0384
N -1.631 -0.572 1.374 0.0356
C -1.133 -1.015 2.569 0.0215
C -1.885 -0.953 3.745 0.0025
C 0.266 -1.393 2.484 0.0177
C 1.043 -1.919 3.525 0.0041
C 2.402 -2.144 3.338 0.0187
C 2.932 -1.858 2.067 0.0000
C 2.119 -1.378 1.046 0.0303
N 0.799 -1.110 1.260 0.0397
C 3.330 -2.584 4.476 0.0021
C 4.370 -3.587 3.964 0.0007
C 4.056 -1.343 5.017 0.0016
C 2.525 -3.227 5.608 0.0003
H -5.922 0.311 5.720 0.0000
H -5.878 -0.806 4.339 0.0000
H -5.607 0.943 4.098 0.0000
H -3.812 1.496 6.466 0.0004
H -2.247 1.081 5.730 0.0000
H -3.449 2.004 4.801 0.0000
H -4.065 -2.183 5.641 0.0000
H -2.668 -1.314 6.324 0.0000
H -4.299 -0.989 6.949 0.0002
H -4.806 0.044 2.318 -0.0003
H -3.364 -0.019 0.323 0.0053
H -1.386 -1.190 4.685 -0.0001
H 0.540 -2.125 4.466 0.0001
H 3.993 -1.992 1.850 -0.0002
H 2.515 -1.186 0.041 0.0042
H 5.059 -3.134 3.243 0.0000
H 4.969 -3.960 4.802 0.0001
H 3.878 -4.446 3.493 0.0000
H 3.332 -0.605 5.383 0.0000
H 4.713 -1.617 5.850 0.0003
H 4.668 -0.867 4.241 0.0000
H 1.866 -2.493 6.083 0.0000
H 1.928 -4.064 5.225 0.0000
H 3.209 -3.610 6.374 0.0000
```

Results
Multiplicity = 4
Frontier orbital gap (alpha / beta) = 6.7 / 5.2 eV
HOMO (alpha / beta) = -0.4895 / -0.4955 Ha
Energy relative to the best compared isomer or geometry (same formula, charge and spin) = 0.00 kJ/mol
Energy = -51085.96371 eV
Charge = +2

(2)
A structure of composition C36H45BiN6O4PS4Si. Source: the OMol25 dataset; level of theory: ωB97M-V with the def2-TZVPD basis set.

Structure (XYZ):
```
98
Properties=species:S:1:pos:R:3:lowdin_charge:R:1
Bi 0.258 -0.552 -0.737 1.4900
S -2.062 1.160 0.789 0.4668
C -2.872 0.217 1.940 -0.8885
N -3.119 0.474 3.228 0.0051
N -2.424 1.498 3.720 -0.0506
C -2.677 1.876 5.053 -0.2351
C -3.667 1.200 5.793 -0.0298
C -3.734 1.477 7.163 -0.1162
C -2.889 2.388 7.749 -0.1593
C -2.116 3.196 6.966 -0.1332
C -2.010 2.976 5.608 -0.0461
N -3.541 -0.987 1.663 0.0159
N -2.846 -1.932 1.198 0.0767
C -3.610 -2.978 0.736 -0.2679
C -4.984 -2.841 0.432 -0.0187
C -5.617 -3.872 -0.255 -0.0891
C -4.944 -5.088 -0.503 -0.1052
C -3.650 -5.267 -0.020 -0.1176
C -2.941 -4.227 0.523 -0.0389
H -1.737 2.011 3.159 0.0825
H -4.232 0.418 5.288 0.0922
H -4.404 0.918 7.811 0.0937
H -2.945 2.532 8.855 0.1043
H -1.630 4.032 7.431 0.0906
H -1.325 3.499 4.942 0.1070
H -5.426 -1.905 0.760 0.1018
H -6.623 -3.765 -0.567 0.0826
H -5.503 -5.849 -1.005 0.0853
H -3.240 -6.282 0.009 0.1047
H -1.902 -4.411 0.726 0.0793
C 5.580 -2.233 3.521 -0.2069
Si 4.562 -0.672 3.192 0.5647
C 4.485 0.275 4.893 -0.1857
C 5.256 0.513 1.899 -0.2245
C 2.809 -1.495 2.985 -0.2478
C 2.387 -2.512 3.865 -0.0974
C 1.203 -3.251 3.626 -0.0712
C 0.532 -3.032 2.420 -0.1236
N 0.829 -2.015 1.551 -0.0623
C 1.869 -1.207 1.900 -0.7351
S 2.075 0.277 0.982 0.5224
H 6.660 -2.015 3.470 0.0197
H 5.361 -3.049 2.801 0.0372
H 5.349 -2.563 4.585 0.0413
H 5.462 0.706 5.158 0.0201
H 4.132 -0.422 5.688 0.0275
H 3.759 1.087 4.839 0.0198
H 6.357 0.619 2.040 0.0408
H 4.842 1.487 2.105 0.0075
H 5.018 0.206 0.887 0.0061
H 3.037 -2.708 4.724 0.0911
H 0.879 -4.023 4.313 0.0917
H -0.245 -3.703 2.071 0.0838
S -0.478 -2.915 -2.103 0.4182
C -1.892 -2.095 -2.557 -1.1692
N -2.039 -0.775 -2.521 -0.0674
C -3.260 -0.396 -3.012 -0.3175
C -3.736 0.932 -3.018 -0.0214
C -4.913 1.183 -3.725 -0.1033
C -5.688 0.164 -4.332 -0.1018
C -5.275 -1.189 -4.217 -0.1160
C -4.067 -1.456 -3.597 -0.4440
S -3.261 -3.025 -3.259 0.9505
H -3.265 1.697 -2.403 0.1032
H -5.271 2.213 -3.825 0.0945
H -6.582 0.354 -4.870 0.0733
H -5.845 -2.038 -4.644 0.1056
C 2.269 4.016 -1.652 -0.0288
C 3.498 3.222 -2.064 -0.6133
C 4.068 3.570 -3.403 -0.0356
C 4.548 3.218 -0.954 -0.0318
O 3.155 1.795 -2.191 -0.1734
P 1.841 1.053 -2.623 0.2769
O 1.989 -0.449 -2.298 -0.4751
O 0.570 1.538 -1.798 -0.5011
O 1.788 1.309 -4.177 -0.1807
C 1.296 0.565 -5.405 -0.5942
C -0.140 0.249 -5.192 -0.0328
C 2.170 -0.639 -5.522 -0.0308
C 1.475 1.597 -6.504 -0.0347
H 2.593 5.008 -1.387 0.0798
H 1.899 3.502 -0.690 0.1153
H 1.460 3.972 -2.391 0.0888
H 4.359 4.621 -3.398 0.0870
H 3.413 3.319 -4.259 0.0852
H 4.999 2.986 -3.536 0.0963
H 5.065 4.175 -0.819 0.0883
H 5.341 2.483 -1.108 0.0851
H 4.065 2.892 0.006 0.0883
H -0.336 -0.477 -4.363 0.0825
H -0.540 -0.228 -6.096 0.1004
H -0.730 1.154 -5.005 0.1012
H 2.060 -1.291 -4.646 0.0843
H 3.226 -0.314 -5.664 0.1061
H 1.889 -1.240 -6.368 0.0831
H 0.848 2.463 -6.286 0.0863
H 1.124 1.127 -7.442 0.0945
H 2.522 1.964 -6.654 0.0968
```

Results
Frontier orbital gap (alpha / beta) = 6.2 / 6.2 eV
HOMO (alpha / beta) = -0.1422 / -0.1422 Ha
Energy relative to the best compared isomer or geometry (same formula, charge and spin) = 0.00 kJ/mol
Energy = -121546.07241 eV
Charge = -1

(3)
A structure of composition C36H45BrN5O4S2V. Source: the OMol25 dataset; level of theory: ωB97M-V with the def2-TZVPD basis set.

Structure (XYZ):
```
94
Properties=species:S:1:pos:R:3:lowdin_spin:R:1
V -0.214 0.351 0.236 1.3988
O -0.277 4.800 0.959 0.0003
C 1.048 4.963 0.736 -0.0004
C 1.597 6.221 0.974 0.0001
C 2.944 6.450 0.762 -0.0006
C 3.771 5.431 0.297 0.0001
C 3.221 4.183 0.053 -0.0008
C 1.868 3.925 0.281 0.0000
C 1.330 2.539 -0.017 0.0018
O -0.016 2.329 0.178 0.0144
N 2.098 1.540 0.802 -0.0053
N 1.323 0.584 1.449 -0.0728
C 1.899 0.043 2.485 -0.1404
C 1.387 -0.971 3.358 -0.0103
Br -0.514 -1.196 3.494 -0.0038
C 2.125 -1.734 4.175 -0.1109
C 3.590 -1.869 4.190 -0.0067
C 4.203 -2.217 5.397 -0.0185
C 5.578 -2.357 5.486 0.0021
C 6.371 -2.170 4.360 -0.0206
C 5.776 -1.859 3.146 0.0017
C 4.399 -1.710 3.059 -0.0211
H -0.480 3.873 0.727 0.0003
H 0.942 7.007 1.333 0.0000
H 3.355 7.435 0.956 0.0000
H 4.824 5.612 0.120 0.0000
H 3.851 3.382 -0.331 0.0001
H 1.581 2.335 -1.068 0.0007
H 2.823 1.944 1.377 -0.0036
H 2.902 0.375 2.731 -0.0084
H 1.595 -2.311 4.923 -0.0065
H 3.586 -2.366 6.277 -0.0008
H 6.033 -2.617 6.433 0.0006
H 7.447 -2.287 4.426 -0.0013
H 6.386 -1.740 2.259 0.0005
H 3.948 -1.516 2.093 -0.0023
N -1.955 0.931 1.344 -0.0016
C -3.241 0.350 0.890 -0.0010
C -3.095 -1.156 0.839 -0.0002
N -1.872 -1.518 0.112 0.0008
C -1.478 -2.912 0.290 -0.0005
C -0.101 -3.110 -0.303 0.0004
N 0.813 -2.135 0.299 -0.0003
H -1.825 0.730 2.333 0.0005
H -1.969 1.942 1.260 0.0010
H -3.451 0.734 -0.102 0.0000
H -4.069 0.625 1.543 -0.0005
H -3.993 -1.604 0.407 -0.0002
H -2.999 -1.547 1.855 -0.0006
H -1.999 -1.322 -0.877 0.0013
H -2.192 -3.613 -0.152 -0.0003
H -1.435 -3.115 1.363 -0.0001
H -0.138 -2.917 -1.380 0.0001
H 0.210 -4.148 -0.170 -0.0001
H 1.660 -2.053 -0.246 0.0001
H 1.077 -2.429 1.234 0.0005
O -1.562 0.652 -1.668 0.0079
S -2.177 1.286 -2.891 0.0009
C -0.828 2.164 -3.731 0.0004
C 0.345 1.223 -3.934 0.0000
C 1.727 1.880 -3.926 0.0001
C 2.798 0.822 -3.682 -0.0009
S 2.854 0.310 -1.935 -0.0004
O 1.488 -0.224 -1.535 0.0060
C 3.889 -1.125 -2.155 0.0001
C 5.261 -0.990 -2.000 0.0000
C 6.072 -2.104 -2.179 0.0000
C 5.507 -3.332 -2.494 0.0000
C 4.129 -3.457 -2.636 0.0000
C 3.310 -2.348 -2.470 0.0000
C -2.423 -0.034 -4.066 0.0002
C -1.761 -1.238 -3.885 0.0000
C -1.977 -2.267 -4.792 0.0000
C -2.847 -2.082 -5.861 0.0000
C -3.507 -0.871 -6.027 0.0000
C -3.303 0.161 -5.121 0.0000
H -0.595 2.987 -3.049 0.0000
H -1.258 2.573 -4.648 0.0000
H 0.223 0.656 -4.858 0.0000
H 0.321 0.510 -3.117 0.0000
H 1.793 2.657 -3.157 0.0000
H 1.925 2.370 -4.881 0.0000
H 3.808 1.215 -3.837 0.0000
H 2.660 -0.062 -4.309 -0.0001
H 5.692 -0.029 -1.733 0.0000
H 7.144 -2.014 -2.061 0.0000
H 6.143 -4.200 -2.625 0.0000
H 3.691 -4.417 -2.882 0.0000
H 2.232 -2.420 -2.578 0.0000
H -1.074 -1.353 -3.054 0.0000
H -1.464 -3.212 -4.668 0.0000
H -3.018 -2.888 -6.564 0.0000
H -4.191 -0.733 -6.854 0.0000
H -3.831 1.104 -5.234 0.0000
```

Results
Multiplicity = 2
Frontier orbital gap (alpha / beta) = 7.8 / 5.7 eV
HOMO (alpha / beta) = -0.3588 / -0.2855 Ha
Energy relative to the best compared isomer or geometry (same formula, charge and spin) = 92.85 kJ/mol
Energy = -171097.46447 eV
Charge = +1